Entry 1:
A single C6H8BrN molecule. Source: the OMol25 dataset; level of theory: ωB97M-V with the def2-TZVPD basis set.

Calculated values
Kohn-Sham gap	8.09	eV
ΔE to the lowest compared entry with this formula, charge and spin	64.2	kcal per mole
max |F|	4.1	eV Å⁻¹
lowest unoccupied orbital energy	0.02151	Ha
2S+1	1

Atoms and positions in Å:
C: -1.39657 -0.85504 -1.01500
C: -2.06770 1.63133 -0.67821
C: -0.82953 -1.50786 0.15123
C: -2.21106 0.31579 -0.50924
C: 1.52677 -1.05657 0.32907
C: 2.45974 -0.00016 0.84411
N: 0.34106 -1.24046 0.53698
Br: -3.64469 -0.29628 0.64603
H: -2.14649 -1.45162 -1.67054
H: -0.66906 -0.40573 -1.73504
H: -2.79043 2.26566 -0.08229
H: -1.27540 1.97784 -1.33987
H: -1.56663 -1.91894 0.77208
H: 2.40410 0.93446 0.44957
H: 2.26225 0.22799 1.90951
H: 3.44400 -0.24808 0.86804


Entry 2:
A molecular structure, C25H19F10N5O4V. Source: the OMol25 dataset; level of theory: ωB97M-V with the def2-TZVPD basis set.

Calculated values
Kohn-Sham gap (alpha / beta)	4.67 / 5.82	eV
ΔE to the lowest compared entry with this formula, charge and spin	1.4	kcal per mole
max |F|	0.3	eV Å⁻¹
net charge	-2
lowest unoccupied orbital energy (alpha / beta)	0.17475 / 0.17337	Ha
2S+1	2
⟨S²⟩	0.78

Atoms and positions in Å:
V: 0.36048 0.44002 -0.23077
C: 2.28483 2.92168 -0.82860
N: 0.97356 2.62979 -0.26095
C: -0.08866 3.25500 -1.04580
C: -1.44114 2.86730 -0.46732
N: -1.35701 1.48855 -0.03756
C: -2.47142 1.04108 0.65891
C: -2.86755 1.57133 1.88985
F: -2.15700 2.57061 2.44802
C: -3.94289 1.09314 2.61548
F: -4.26448 1.64248 3.80168
C: -4.67545 0.03030 2.13520
F: -5.72441 -0.44959 2.83165
C: -4.32390 -0.52835 0.92074
F: -5.05135 -1.55142 0.43436
C: -3.26036 -0.02162 0.19895
F: -3.00691 -0.57842 -0.98444
C: 0.93527 3.01933 1.15001
C: 1.78590 2.08677 1.99876
N: 1.62064 0.72231 1.52598
C: 2.20840 -0.25146 2.24034
C: 2.76749 -0.17214 3.54538
F: 2.73136 0.97764 4.27252
C: 3.34845 -1.23897 4.20654
F: 3.82219 -1.05840 5.45784
C: 3.43612 -2.48422 3.62958
F: 3.99143 -3.53074 4.28466
C: 2.93471 -2.61912 2.34632
F: 3.04021 -3.80976 1.72707
C: 2.36859 -1.55527 1.68517
F: 1.99653 -1.78414 0.41740
H: 2.52508 3.98960 -0.69935
H: 3.03916 2.30975 -0.34034
H: 2.29083 2.66307 -1.88405
H: 0.02126 4.35251 -1.08023
H: 0.00852 2.86618 -2.06187
H: -1.70469 3.55902 0.34739
H: -2.20499 3.01468 -1.24797
H: 1.26204 4.06564 1.26841
H: -0.08833 2.93293 1.49775
H: 2.84421 2.39757 1.97428
H: 1.44890 2.23074 3.02765
O: 1.87863 0.32834 -1.44783
N: 1.81086 -0.24049 -2.66215
N: 0.57205 -0.73745 -2.78817
O: -0.26789 -0.57728 -1.74818
C: 0.14273 -1.35377 -3.91311
C: -1.18596 -1.83090 -4.00257
C: -1.61493 -2.45236 -5.15632
C: -0.76915 -2.62931 -6.25541
C: 0.53989 -2.15820 -6.16051
C: 1.00700 -1.52986 -5.02308
H: -1.83868 -1.69522 -3.15274
H: -2.63788 -2.81181 -5.20272
H: -1.11989 -3.12125 -7.15449
H: 1.21759 -2.28563 -6.99929
H: 2.02324 -1.17024 -4.95623
C: -0.69990 -3.06101 1.83831
C: -0.76162 -1.54498 2.01632
O: -0.99272 -1.07245 3.13313
O: -0.62577 -0.88410 0.93532
H: -0.64386 -3.55893 2.80487
H: 0.15169 -3.33310 1.21433
H: -1.60106 -3.38541 1.31187